Molecular formula: C29H20ClF12NO5Tc
Method: DFT, the ωB97M-V functional and the def2-TZVPD basis

The geometry in ORCA input format:
```
! wB97M-V def2-TZVPD RIJCOSX def2/J DEFGRID3
* xyz 0 2
Tc 0.39715 -0.20040 -0.22849
C -2.18901 -5.83939 2.07285
C -1.93450 -4.38579 1.83204
C -2.97990 -3.45346 1.88866
C -2.74518 -2.12371 1.66145
C -1.43990 -1.69347 1.32697
N -1.15244 -0.39528 1.04715
C -1.91158 0.66293 1.56456
C -2.40867 0.50961 2.86087
C -3.19433 1.47906 3.44854
C -3.48950 2.64438 2.75612
C -4.34799 3.72164 3.35144
C -2.92567 2.81992 1.49557
C -2.12406 1.87004 0.87548
C -1.44212 2.22888 -0.45278
O -0.63258 1.28902 -1.01252
C -0.52227 3.47396 -0.18293
F 0.37697 3.64336 -1.14378
F -1.20665 4.62465 -0.06271
F 0.15279 3.28342 0.96333
C -2.47473 2.56873 -1.56412
F -3.44722 3.40954 -1.17828
F -1.86910 3.12229 -2.61368
F -3.07219 1.44702 -1.97845
C -0.38481 -2.64320 1.18655
C -0.64429 -3.95497 1.50338
C 0.95900 -2.04702 0.82561
O 1.84307 0.48489 -0.00955
C 1.62141 -1.66866 2.16917
F 1.82546 -2.76612 2.92748
F 2.78717 -1.03622 2.08812
F 0.80730 -0.85885 2.88924
C 1.92594 -2.92192 0.01676
F 1.64866 -2.94350 -1.28935
F 1.96936 -4.21257 0.41960
F 3.18261 -2.46320 0.11953
H -3.17708 -6.01211 2.49495
H -1.44193 -6.25886 2.74662
H -2.12094 -6.38868 1.13102
H -3.98669 -3.78840 2.09989
H -3.55774 -1.41467 1.67854
H -2.13268 -0.37389 3.41989
H -3.56019 1.33551 4.45595
H -4.82781 3.38348 4.26804
H -5.12521 4.02927 2.65227
H -3.75336 4.60478 3.58670
H -3.10619 3.75656 0.99044
H 0.15186 -4.68147 1.46890
C -4.91066 -4.97134 -3.25344
C -4.99039 -3.72352 -2.42646
C -6.08006 -3.44618 -1.62109
C -6.13097 -2.27484 -0.87588
Cl -7.52751 -1.95833 0.12280
C -5.09686 -1.36629 -0.91301
C -3.97957 -1.64114 -1.69519
C -3.93682 -2.79965 -2.45789
O -2.89612 -3.13087 -3.28086
C -1.80883 -2.23785 -3.32134
C -1.01840 -2.31399 -2.02245
O -0.95624 -3.32043 -1.37045
O -0.46373 -1.15966 -1.69980
H -5.77814 -5.60568 -3.08197
H -4.00922 -5.53580 -3.01653
H -4.86039 -4.73106 -4.31531
H -6.90555 -4.14351 -1.57592
H -5.15200 -0.44883 -0.34404
H -3.16531 -0.93284 -1.70985
H -2.11399 -1.21351 -3.54178
H -1.16233 -2.59431 -4.12536
*
```

Summary:
E_LUMO (alpha / beta) ... -0.051 / -0.117 Eh
Gap between HOMO and LUMO (alpha / beta) ... 7.196 / 5.402 eV



Molecular formula: C29H20ClF3N2O6S
Method: DFT, the ωB97M-V functional and the def2-TZVPD basis

The geometry in ORCA input format:
```
! wB97M-V def2-TZVPD RIJCOSX def2/J DEFGRID3
* xyz 0 1
C 2.73485 5.99575 -1.78947
C 1.67569 5.50250 -2.04473
C 0.41966 4.80764 -2.31104
C 0.64495 3.32551 -2.08565
C 0.94996 2.84125 -0.88522
C 1.21684 1.40588 -0.63227
O 1.56916 1.09184 0.48595
C 1.07495 0.45318 -1.77616
C 0.75741 0.96892 -3.03117
C 0.64187 0.16492 -4.13408
C 0.83189 -1.19969 -4.03981
S 0.72543 -2.24251 -5.47827
C 1.14242 -1.73083 -2.78866
Cl 1.36846 -3.44960 -2.64478
C 1.27671 -0.92504 -1.65945
C 1.64928 -1.57929 -0.34926
C 3.19280 -1.77631 -0.32128
C 3.59580 -3.14845 0.12268
F 2.75799 -3.89461 0.85883
C 4.76427 -3.67424 -0.22311
F 5.16173 -4.86681 0.19522
F 5.65724 -3.06987 -0.98479
C 0.53586 2.44019 -3.26471
O 0.29828 2.85901 -4.37581
H 3.75723 6.13572 -1.54263
H -0.37666 5.16705 -1.66277
H 0.15149 4.98934 -3.34914
H 1.01225 3.51947 -0.04309
H 0.41251 0.56942 -5.10794
H -0.56798 -2.61332 -5.44776
H 1.29314 -1.04851 0.51551
H 1.19531 -2.55620 -0.32259
H 3.54843 -1.67561 -1.34640
H 3.67296 -0.97763 0.24399
C -1.17992 3.05843 5.29202
C -0.18898 3.94454 4.89092
C -0.14634 4.39079 3.58039
C -1.10462 3.94248 2.68972
C -2.09473 3.05490 3.07019
C -2.12878 2.61147 4.38175
N -1.07552 4.42971 1.30590
O -0.17946 5.19078 0.98942
O -1.94480 4.04536 0.55024
H -1.21333 2.71538 6.31781
H 0.54985 4.28988 5.60070
H 0.62389 5.07950 3.26609
H -2.83300 2.71036 2.36132
H -2.89761 1.91904 4.69552
C -4.31079 -5.79607 1.39466
C -4.39295 -5.21648 0.13539
C -3.47784 -4.24803 -0.24388
C -2.48818 -3.87672 0.64784
C -2.39533 -4.43858 1.90786
C -3.31568 -5.40468 2.28067
N -1.50169 -2.86663 0.24168
O -1.61553 -2.37582 -0.86510
O -0.62339 -2.58156 1.03080
H -5.02386 -6.55616 1.68603
H -5.16914 -5.52167 -0.55273
H -3.53971 -3.79605 -1.22276
H -1.61851 -4.13497 2.59405
H -3.25474 -5.85539 3.26160
*
```

Summary:
E_LUMO ... -0.043 Eh
Gap between HOMO and LUMO ... 7.776 eV
SMILES ... C#CCC1=CC(=O)c2c(cc(S)c(Cl)c2CCC(F)=C(F)F)C1=O.O=[N+]([O-])c1ccccc1.O=[N+]([O-])c1ccccc1



Molecular formula: C29H21CeF5N5S3
Method: DFT, the ωB97M-V functional and the def2-TZVPD basis

The geometry in ORCA input format:
```
! wB97M-V def2-TZVPD RIJCOSX def2/J DEFGRID3
* xyz 1 1
Ce -0.82296 0.21080 1.23268
C -4.69106 -0.58489 -3.21967
C -3.35600 -1.30690 -3.11993
N -3.05666 -1.72240 -1.75570
C -2.73371 -0.93532 -0.71739
S -2.97064 -1.58943 0.88074
N -2.20117 0.27540 -0.73535
N -0.52397 1.72411 -0.75094
C -0.00699 2.88331 -0.82987
C 0.03799 3.79229 -2.01889
C 0.60544 3.37241 0.45317
C 1.20491 4.61730 0.55583
C 1.75153 5.00849 1.77266
C 1.68526 4.14109 2.84286
C 1.05369 2.91621 2.66485
N 0.51838 2.53663 1.50897
H -4.88047 -0.28237 -4.24978
H -4.69198 0.30875 -2.59472
H -5.50939 -1.22808 -2.89741
H -2.55202 -0.68373 -3.49307
H -3.35469 -2.21305 -3.72588
H -3.45410 -2.60386 -1.46733
H -0.18632 3.26220 -2.93617
H 1.02817 4.23509 -2.10944
H -0.68009 4.60540 -1.89403
H 1.24778 5.28459 -0.29061
H 2.22055 5.97740 1.87186
H 2.09770 4.39673 3.80782
H 0.94863 2.21679 3.48640
F 4.63459 -2.59731 4.74262
C 3.46868 -1.98279 4.58787
C 3.13136 -1.41748 3.37141
F 3.96100 -1.48609 2.33259
C 1.90832 -0.79012 3.25216
F 1.60960 -0.24864 2.02300
C 0.96272 -0.69852 4.26579
S -0.59764 0.07994 4.07817
C 1.34596 -1.27875 5.47942
F 0.52175 -1.24046 6.51878
C 2.56926 -1.90591 5.64232
F 2.89076 -2.44432 6.81068
S 1.30505 -2.20575 -2.50002
C 1.49036 -3.06750 -1.01474
C 2.17314 -4.25472 -0.77165
C 2.10670 -4.78527 0.49984
C 1.35516 -4.16565 1.50704
C 0.68223 -2.98802 1.26907
C 0.77824 -2.41444 -0.00322
N 0.17818 -1.23216 -0.39625
C 0.30896 -1.02191 -1.69232
C -0.34835 0.01464 -2.43110
C -0.11658 0.17505 -3.79555
C -0.85345 1.04239 -4.57272
C -1.91982 1.80123 -3.99905
C -2.14700 1.76566 -2.67499
C -1.33330 0.93266 -1.73149
H 2.72801 -4.75294 -1.55392
H 2.62493 -5.70895 0.71538
H 1.28813 -4.62881 2.48190
H 0.05692 -2.54609 2.04376
H 0.64679 -0.43033 -4.26870
H -0.65195 1.12172 -5.63124
H -2.54327 2.40864 -4.64188
H -2.94323 2.33607 -2.21455
*
```

Summary:
E_LUMO (alpha / beta) ... -0.185 / -0.185 Eh
Energy relative to the best compared isomer or geometry (same formula, charge and spin) ... 5.38 kcal/mol
Gap between HOMO and LUMO (alpha / beta) ... 4.460 / 4.461 eV



Molecular formula: C29H21CsF3N6O5S
Method: DFT, the ωB97M-V functional and the def2-TZVPD basis

The geometry in ORCA input format:
```
! wB97M-V def2-TZVPD RIJCOSX def2/J DEFGRID3
* xyz -1 1
Cs 0.03485 1.15739 -1.48872
C -7.72151 0.28830 -4.24623
O -8.35540 1.31720 -3.50673
C -7.76024 1.63387 -2.32764
C -8.26568 2.72723 -1.64853
C -7.71255 3.10988 -0.43502
C -6.62551 2.43495 0.10744
C -6.14230 1.32188 -0.57744
C -6.70806 0.91305 -1.78237
N -6.23797 2.76300 1.47450
N -5.03103 2.74999 1.83763
C -3.94000 2.92060 0.93694
C -3.97385 3.65408 -0.25159
C -2.84610 3.92120 -0.99854
C -1.55888 3.43856 -0.63916
O -0.54693 3.58984 -1.35549
C -1.49267 2.71706 0.64753
N -0.25884 2.32345 1.07604
C -0.16255 1.66160 2.20195
C -1.27368 1.30167 2.98729
C -2.51596 1.69907 2.58483
C -2.66574 2.46527 1.39657
H -8.23476 0.22764 -5.19962
H -7.79633 -0.67730 -3.73784
H -6.66491 0.51406 -4.41742
H -9.10659 3.26223 -2.07575
H -8.11669 3.96097 0.10835
H -5.32697 0.74980 -0.15225
H -6.31676 0.02956 -2.27530
H -4.91463 4.07613 -0.57066
H -2.91167 4.51502 -1.90160
H 0.84801 1.41402 2.52568
H -1.13698 0.72172 3.89134
H -3.39840 1.45187 3.15557
F -3.33458 -2.08101 -3.13838
C -2.79565 -1.41185 -2.10629
F -3.35666 -1.86863 -0.97482
F -3.15517 -0.11390 -2.23830
S -0.97108 -1.65893 -2.05452
O -0.82772 -3.07556 -2.25256
O -0.62239 -1.14712 -0.73893
O -0.48718 -0.80028 -3.12261
N 6.97007 -2.42909 2.36722
C 8.08217 -3.22385 2.57530
C 8.72325 -3.67206 3.73060
C 9.85879 -4.44142 3.54969
C 10.32991 -4.75822 2.25927
C 9.67636 -4.30883 1.12494
C 8.53566 -3.52214 1.29247
N 7.71658 -2.91990 0.33398
C 6.80991 -2.28722 1.01552
C 5.72929 -1.45747 0.43027
C 4.84015 -0.75321 1.22035
C 3.87912 0.03588 0.61155
N 3.76326 0.15655 -0.70950
C 4.61815 -0.54248 -1.46601
C 5.61115 -1.35398 -0.94488
H 6.37637 -2.04507 3.07468
H 8.35629 -3.43054 4.72335
H 10.40001 -4.80419 4.41769
H 11.22546 -5.36372 2.15879
H 10.03151 -4.55224 0.12696
H 4.88027 -0.79163 2.30497
H 3.17447 0.60561 1.21104
H 4.50312 -0.43876 -2.54075
H 6.29641 -1.89959 -1.58488
*
```

Summary:
E_LUMO ... 0.055 Eh
Energy relative to the best compared isomer or geometry (same formula, charge and spin) ... 46.90 kcal/mol
Gap between HOMO and LUMO ... 5.613 eV